Model a:
{"formula": "C9H14N2O7", "method": "ωB97M-V/def2-TZVPD", "e_lumo_ev": 0.297, "gap_ev": 10.162, "e_homo_ev": -9.865, "charge": 0, "smiles": "N[C@@H](CCC(=O)O)C(=O)N[C@@H](CC(=O)O)C(=O)O", "elements": ["C", "C", "C", "C", "C", "C", "C", "C", "C", "H", "H", "H", "H", "H", "H", "H", "H", "H", "H", "H", "H", "H", "H", "N", "N", "O", "O", "O", "O", "O", "O", "O"], "positions_angstrom": [[0.066, -1.658, 0.418], [1.082, -1.846, -0.715], [0.795, -1.443, 1.730], [-0.177, -1.414, 2.929], [-1.449, -0.482, 2.539], [1.068, 0.585, -1.465], [1.246, 1.299, -0.114], [-0.284, 0.624, -2.175], [-0.870, 2.085, -2.193], [-0.597, -3.334, -0.418], [-0.808, -3.295, 1.141], [-0.457, -0.749, 0.131], [1.473, -0.494, 1.669], [1.559, -2.230, 1.764], [0.240, -1.007, 3.893], [-0.702, -2.396, 3.038], [-2.111, 1.005, 1.574], [2.664, -0.896, -1.810], [1.618, 1.104, -2.098], [-0.172, 0.366, -3.189], [-1.058, -0.015, -1.698], [-0.248, 3.822, -2.706], [0.239, 2.384, 1.029], [-0.949, -2.709, 0.335], [1.761, -0.788, -1.279], [1.376, -2.969, -1.144], [-2.519, -0.945, 2.863], [-1.264, 0.632, 1.890], [2.145, 1.208, 0.708], [-1.950, 2.445, -1.751], [-0.017, 2.930, -2.859], [0.205, 2.164, 0.113]], "lowdin_charge": [-0.35, -0.42, -0.14, -0.05, -0.53, -0.16, -0.41, -0.01, -0.46, 0.08, 0.06, 0.10, 0.13, 0.13, 0.13, 0.11, 0.16, 0.18, 0.10, 0.12, 0.14, 0.10, 0.11, 0.09, 0.14, 0.05, 0.09, 0.12, 0.10, 0.10, 0.11, 0.10]}

=====

Model b:
{"formula": "C9H14N2O7", "method": "ωB97M-V/def2-TZVPD", "e_lumo_ev": 0.336, "gap_ev": 9.588, "e_homo_ev": -9.253, "charge": 0, "smiles": "N[C@@H](CCC(=O)O)C(=O)N[C@@H](CC(=O)O)C(=O)O", "elements": ["C", "C", "C", "C", "C", "C", "C", "C", "C", "H", "H", "H", "H", "H", "H", "H", "H", "H", "H", "H", "H", "H", "H", "N", "N", "O", "O", "O", "O", "O", "O", "O"], "positions_angstrom": [[-0.397, -0.672, -2.163], [-0.184, -0.885, -0.610], [-0.125, 0.767, -2.694], [-0.789, 1.885, -1.933], [-0.193, 3.343, -2.156], [0.977, -0.510, 1.608], [1.162, -1.993, 1.666], [-0.208, -0.092, 2.344], [0.083, -0.342, 3.878], [-1.787, -1.669, -3.515], [-1.667, -2.426, -1.900], [0.588, -1.247, -2.555], [-0.467, 0.768, -3.789], [0.941, 0.833, -2.639], [-0.377, 1.610, -0.873], [-1.953, 1.928, -2.094], [1.367, 4.230, -1.911], [1.769, -0.120, -0.365], [1.912, -0.273, 2.072], [-1.270, -0.606, 1.959], [-0.358, 1.122, 2.343], [-1.773, -0.833, 4.448], [1.176, -3.510, 3.028], [-1.627, -1.393, -2.522], [0.853, -0.188, 0.073], [-0.920, -1.762, -0.219], [-0.673, 4.449, -2.557], [1.014, 3.324, -1.645], [1.693, -2.620, 0.832], [1.256, -0.060, 4.207], [-0.966, -0.557, 4.775], [0.940, -2.503, 2.906]], "lowdin_charge": [-0.33, -0.41, -0.20, -0.10, -0.48, -0.22, -0.53, -0.07, -0.42, 0.07, 0.18, 0.17, 0.14, 0.09, 0.12, 0.16, 0.17, 0.15, 0.16, 0.18, 0.19, 0.06, 0.20, -0.01, 0.14, 0.05, 0.03, 0.08, 0.15, 0.06, 0.12, 0.08]}

=====

Ordering by calculated energy gives the sequence model a, model b, with the first entry being the most stable.

=====

Model a:
{"formula": "C5H8NS", "method": "ωB97M-V/def2-TZVPD", "e_lumo_ev": -4.609, "gap_ev": 8.784, "e_homo_ev": -13.393, "charge": 1, "smiles": "CS[N+]1=C[C@@H]2C[C@@H]21", "elements": ["C", "C", "C", "C", "C", "N", "S", "H", "H", "H", "H", "H", "H", "H", "H"], "positions_angstrom": [[0.798, -0.337, -1.556], [-1.180, 0.958, -1.117], [-0.676, -0.273, -1.758], [-0.897, -0.226, -0.308], [0.851, -0.173, 2.425], [0.781, -0.250, -0.222], [1.884, -0.052, 0.966], [1.748, -0.484, -2.233], [-0.528, 1.842, -0.987], [-2.263, 1.289, -1.299], [-1.094, -0.937, -2.552], [-1.525, -0.802, 0.356], [0.418, -1.197, 2.625], [0.085, 0.730, 2.531], [1.597, -0.090, 3.128]], "lowdin_charge": [0.02, -0.04, -0.19, -0.08, -0.36, -0.37, 0.99, 0.19, 0.14, 0.17, 0.18, 0.16, 0.08, 0.11, -0.01]}

=====

Model b:
{"formula": "C5H8NS", "method": "ωB97M-V/def2-TZVPD", "e_lumo_ev": -6.122, "gap_ev": 8.915, "e_homo_ev": -15.037, "charge": 1, "elements": ["C", "C", "C", "C", "C", "N", "S", "H", "H", "H", "H", "H", "H", "H", "H"], "positions_angstrom": [[-1.147, 0.053, 1.250], [-1.376, -0.782, -0.850], [-0.256, -0.485, 0.113], [0.822, -1.561, 0.066], [-0.145, 2.054, 0.178], [-0.149, 0.741, 0.727], [-2.738, -0.098, -0.174], [-1.393, -0.253, 2.248], [-1.188, -1.418, -1.728], [1.653, -1.129, -0.463], [0.388, -2.328, -0.490], [0.998, -1.770, 1.109], [-0.904, 2.298, -0.583], [0.901, 2.170, -0.324], [-0.149, 2.726, 0.940]], "lowdin_charge": [-0.13, -0.26, -0.48, 0.04, 0.00, -0.08, 1.07, 0.14, 0.12, 0.10, 0.06, 0.10, 0.10, 0.15, 0.06]}

=====

Ordering by calculated energy gives the sequence model a, model b, with the first entry being the most stable.

=====

Model a:
{"formula": "C2H3Br2N", "method": "ωB97M-V/def2-TZVPD", "e_lumo_ev": [-1.289, -0.117], "gap_ev": [6.401, 9.132], "e_homo_ev": [-7.689, -9.250], "charge": 0, "elements": ["C", "C", "N", "Br", "Br", "H", "H", "H"], "positions_angstrom": [[-2.835, 0.876, 0.028], [1.513, -0.177, 0.003], [0.103, -0.383, -0.041], [-0.979, 1.021, -0.031], [-3.481, -0.847, -0.003], [1.940, -0.278, -1.001], [1.907, -0.987, 0.620], [1.832, 0.775, 0.425]], "lowdin_charge": [-1.03, -0.28, -0.48, 1.04, 0.54, 0.08, 0.08, 0.06]}

=====

Model b:
{"formula": "C2H3Br2N", "method": "ωB97M-V/def2-TZVPD", "e_lumo_ev": [-2.693, -2.761], "gap_ev": [7.506, 7.410], "e_homo_ev": [-10.199, -10.171], "charge": 0, "elements": ["C", "C", "N", "Br", "Br", "H", "H", "H"], "positions_angstrom": [[0.385, -0.448, -0.123], [0.084, 0.915, 0.267], [0.452, -0.840, -1.348], [0.688, -1.789, 1.383], [-2.549, 1.120, 0.559], [-0.218, 1.545, -0.487], [0.466, 1.376, 1.148], [0.691, -1.879, -1.399]], "lowdin_charge": [-0.79, -0.11, 0.11, 0.56, 0.10, -0.01, 0.06, 0.08]}

=====

Ordering by calculated energy gives the sequence model b, model a, with the first entry being the most stable.

=====

Model a:
{"formula": "C3H9O2PS", "method": "ωB97M-V/def2-TZVPD", "e_lumo_ev": 0.679, "gap_ev": 9.885, "e_homo_ev": -9.207, "charge": 0, "smiles": "CP(C)S(C)(=O)=O", "elements": ["C", "C", "C", "O", "O", "P", "S", "H", "H", "H", "H", "H", "H", "H", "H", "H"], "positions_angstrom": [[-1.066, 1.733, -1.054], [-0.799, -1.125, -1.108], [1.735, -0.995, 1.388], [-0.599, 0.176, 1.686], [1.269, 1.690, 1.323], [0.192, 0.405, -1.116], [0.659, 0.424, 1.018], [-0.541, 2.452, -0.535], [-1.886, 1.465, -0.306], [-1.361, 1.952, -2.187], [-0.167, -1.973, -1.280], [-1.493, -1.021, -1.984], [-1.222, -1.388, -0.062], [2.084, -0.930, 2.375], [0.962, -1.668, 1.432], [2.233, -1.198, 0.410]], "lowdin_charge": [-0.33, -0.36, -0.13, -0.40, -0.38, 0.76, 0.43, -0.03, 0.07, 0.10, 0.01, 0.05, 0.07, 0.06, 0.01, 0.08]}

=====

Model b:
{"formula": "C3H9O2PS", "method": "ωB97M-V/def2-TZVPD", "e_lumo_ev": [-1.458, 0.155], "gap_ev": [7.337, 9.619], "e_homo_ev": [-8.795, -9.464], "charge": 0, "elements": ["C", "C", "C", "O", "O", "P", "S", "H", "H", "H", "H", "H", "H", "H", "H", "H"], "positions_angstrom": [[0.317, -0.801, -1.303], [0.555, 2.112, -1.332], [-0.364, -1.954, 2.734], [1.470, 0.601, 0.842], [-2.459, 0.506, -0.455], [0.443, 0.663, -0.206], [-1.533, 0.830, 0.665], [1.199, -0.843, -1.937], [0.280, -1.691, -0.679], [-0.583, -0.733, -1.906], [0.663, 3.005, -0.721], [1.433, 2.001, -1.963], [-0.339, 2.187, -1.944], [-0.499, -2.714, 1.993], [-1.102, -1.818, 3.492], [0.519, -1.351, 2.721]], "lowdin_charge": [-0.19, -0.20, 0.08, -0.40, -0.63, 0.38, 0.74, 0.05, 0.05, 0.04, 0.05, 0.05, 0.05, -0.02, -0.02, -0.03]}

=====

Ordering by calculated energy gives the sequence model a, model b, with the first entry being the most stable.

=====

Model a:
{"formula": "C4H8INO2", "method": "ωB97M-V/def2-TZVPD", "e_lumo_ev": [-1.792, -0.744], "gap_ev": [6.417, 8.541], "e_homo_ev": [-8.209, -9.285], "charge": 0, "elements": ["C", "C", "C", "C", "N", "O", "O", "I", "H", "H", "H", "H", "H", "H", "H", "H"], "positions_angstrom": [[-0.905, 0.476, 0.545], [-0.043, -0.754, 0.920], [2.527, 0.623, -1.218], [0.479, -1.390, -0.318], [1.732, -1.968, -0.340], [2.499, -1.863, 0.662], [2.092, -2.713, -1.239], [3.930, 0.479, 0.145], [-0.201, 1.253, 0.049], [-1.149, 0.995, 1.531], [-1.783, 0.079, -0.078], [-0.828, -1.503, 1.523], [0.858, -0.517, 1.528], [1.922, 1.573, -1.403], [2.602, 0.002, -2.130], [0.042, -1.500, -1.283]], "lowdin_charge": [-0.13, -0.25, -0.67, -0.02, -0.47, -0.18, 0.02, 1.04, 0.08, 0.09, 0.10, 0.18, 0.10, 0.00, -0.01, 0.13]}

=====

Model b:
{"formula": "C4H8INO2", "method": "ωB97M-V/def2-TZVPD", "e_lumo_ev": -0.468, "gap_ev": 8.786, "e_homo_ev": -9.253, "charge": 0, "elements": ["C", "C", "C", "C", "N", "O", "O", "I", "H", "H", "H", "H", "H", "H", "H", "H"], "positions_angstrom": [[2.306, -1.317, 0.887], [0.954, 1.975, -0.202], [-0.362, 0.091, -1.255], [0.537, 0.515, -0.108], [1.475, -0.460, 0.472], [2.700, -2.277, 1.403], [-2.260, -2.565, 0.844], [-1.093, 1.247, 1.363], [1.139, 2.724, 0.582], [1.849, 2.064, -0.776], [0.223, 2.344, -0.871], [-1.339, -0.254, -0.954], [-0.492, 1.001, -1.718], [-0.015, -0.560, -2.057], [-2.452, -1.579, 1.410], [-3.172, -2.950, 0.980]], "lowdin_charge": [-0.26, -0.29, -0.14, -0.68, 0.14, 0.16, -0.21, 0.82, 0.06, 0.07, 0.03, 0.03, 0.03, 0.10, 0.10, 0.03]}

=====

Ordering by calculated energy gives the sequence model b, model a, with the first entry being the most stable.